# 1
# C25H67Be2N6O9

C25H67Be2N6O9 as an isolated structure at a distorted geometry (the ωB97M-V functional and the def2-TZVPD basis, the OMol25 dataset).

Total charge   +3
HOMO-LUMO gap   2.76 eV
HOMO energy   -14.283 eV
Lowest unoccupied orbital energy   -11.527 eV

Structure (XYZ):
```
109
Properties=species:S:1:pos:R:3:forces:R:3
Be -22.4101 33.0808 5.0685 3.035 1.443 -3.980
Be -24.8078 29.1089 7.1810 3.539 -0.563 1.314
O -22.3301 28.6908 3.5453 -0.445 0.296 1.829
C -22.4551 29.5866 4.5477 -0.648 0.639 -0.955
O -23.2134 29.1506 5.5148 -1.531 0.347 1.770
O -21.9483 30.7095 4.4001 -0.265 -0.008 1.494
H -22.8905 27.9870 3.9438 0.208 -0.652 -1.254
C -24.4848 29.8765 11.4551 0.185 0.682 0.282
C -24.2685 29.6562 9.9443 0.102 0.825 2.853
C -23.2963 28.5586 9.6833 -0.235 -0.215 0.209
O -23.0818 28.5441 8.2712 -1.397 0.450 -0.694
C -21.8186 27.9742 7.9248 1.497 -0.593 -0.466
N -25.5676 29.4343 9.3699 -0.942 -0.474 -3.666
H -25.3334 29.3444 11.8881 0.247 -0.506 -0.143
H -24.7363 30.9249 11.6355 0.118 0.003 -0.082
H -23.5717 29.6788 12.0170 -0.138 -0.134 0.107
H -23.7863 30.5752 9.6048 -0.418 0.020 -0.608
H -23.6062 27.5699 10.0329 -0.133 0.011 -0.043
H -22.3984 28.8360 10.2386 0.250 -0.139 -0.395
H -20.9763 28.4887 8.3994 -0.462 0.414 0.222
H -21.6398 28.0426 6.8600 -0.445 -0.060 -0.106
H -21.7147 26.9371 8.2517 -0.534 -0.027 -0.050
H -26.0859 28.6882 9.8449 0.494 -0.415 -0.337
H -26.2517 30.1917 9.4300 0.610 0.416 -0.078
C -21.6143 23.1944 4.6113 -0.102 -0.541 -0.222
C -22.0283 24.5798 4.1235 -0.163 -1.512 0.927
C -23.5162 24.6609 3.9073 -1.290 -0.291 0.506
O -23.9136 25.9237 3.3593 -0.176 0.002 0.236
C -24.8170 25.7942 2.2622 0.584 -0.672 -0.341
N -21.4889 25.5540 5.0597 0.185 1.266 -1.252
H -20.5368 23.2114 4.7635 0.010 -0.202 -0.016
H -21.8725 22.4047 3.9026 0.224 0.181 -0.241
H -22.0880 22.8415 5.5323 -0.053 0.549 0.178
H -21.5908 24.7007 3.1272 0.309 0.409 0.212
H -24.1343 24.5230 4.8075 0.553 0.080 0.414
H -23.8642 23.8040 3.3182 0.288 0.325 -0.618
H -25.7052 25.1715 2.4210 0.007 0.228 0.710
H -24.2694 25.2396 1.4920 -0.165 0.552 -0.447
H -25.1241 26.7951 1.9764 0.106 -0.032 -0.284
H -21.8845 26.4250 4.7365 0.286 0.484 0.511
H -21.6213 25.4519 6.0535 -0.446 -0.639 -0.088
C -20.9300 35.0193 9.0219 0.994 -0.972 1.017
C -20.6679 34.4805 7.6203 -0.857 0.045 0.848
C -20.6010 32.9705 7.6060 -0.495 -0.240 0.221
O -20.2907 32.5449 6.2862 -1.006 -0.046 0.029
C -19.6385 31.2770 6.2705 0.524 -0.208 -0.387
N -21.8000 34.9197 6.7512 -0.093 -1.350 -0.251
H -20.9873 36.1011 9.1128 0.174 0.030 -0.233
H -20.1052 34.6372 9.6367 0.130 0.586 0.099
H -21.7864 34.5987 9.5620 -0.348 -0.036 -0.631
H -19.7012 34.8384 7.2692 -0.225 0.292 -0.384
H -21.5777 32.5549 7.9248 -0.094 0.047 -0.150
H -19.9106 32.5447 8.3379 0.375 0.377 -0.141
H -19.3073 31.0651 5.2569 -0.176 0.141 -0.035
H -20.2802 30.4491 6.5816 -0.117 0.182 0.193
H -18.7364 31.3369 6.8843 -0.133 -0.069 0.140
H -21.7255 35.9350 6.6986 -0.263 -0.096 -0.551
H -22.6432 34.7474 7.2972 0.080 0.340 0.204
C -18.0326 32.1549 2.8847 -0.302 0.231 -0.307
C -19.0011 33.2929 3.2787 -0.215 -0.622 -1.126
C -18.8842 34.3229 2.1467 -0.166 1.063 0.754
O -19.6310 33.9302 1.0168 0.400 -0.262 0.019
C -19.4728 34.8301 -0.0809 -0.835 -0.005 -0.091
N -20.4466 32.8822 3.3215 0.745 -0.791 1.263
H -18.1918 31.9046 1.8339 0.032 -0.058 0.076
H -18.1031 31.2254 3.4525 -0.049 0.146 0.204
H -17.0228 32.5574 2.9626 0.088 -0.202 0.138
H -18.7037 33.6445 4.2664 -0.087 0.552 -0.176
H -17.8288 34.4535 1.8959 -0.040 0.228 -0.028
H -19.3163 35.2810 2.4872 0.418 0.155 0.030
H -19.9619 35.7821 0.1757 0.433 0.049 -0.095
H -20.0336 34.4068 -0.9156 0.110 -0.081 0.082
H -18.4382 34.9674 -0.4024 0.007 0.011 0.310
H -20.3466 31.8775 3.4495 -0.864 0.007 -0.318
H -20.8339 33.0581 2.3982 0.071 -0.360 0.009
C -20.3421 30.9896 0.2953 0.523 0.263 0.713
C -19.3217 29.8291 0.2932 -2.095 -0.417 -0.909
C -19.6631 28.9063 1.4547 1.488 -0.710 -0.265
O -18.8037 27.7868 1.3208 0.526 -0.068 0.257
C -18.9369 26.8536 2.3681 -0.496 0.848 0.676
N -19.6352 29.2404 -1.0355 -0.401 -0.983 0.557
H -21.3615 30.5970 0.3733 0.066 -0.306 -0.112
H -20.2768 31.5041 -0.6596 0.078 0.287 0.128
H -20.2330 31.6751 1.1392 0.175 -0.087 -0.419
H -18.2633 30.0732 0.3495 -0.049 0.382 -0.034
H -20.6830 28.5032 1.4572 -0.241 0.608 0.017
H -19.4000 29.4402 2.3834 -0.449 -0.118 0.233
H -18.1911 26.0697 2.2823 -0.349 -0.255 -0.460
H -19.9942 26.5494 2.4124 0.300 -0.677 -0.074
H -18.7505 27.3009 3.3630 0.076 0.247 -0.215
H -20.6227 28.9977 -0.9108 -0.023 0.280 -0.607
H -19.2620 28.3009 -1.1820 0.682 0.331 0.269
C -23.2000 36.3182 1.8952 -2.085 0.028 -0.309
C -23.4156 35.1629 2.8573 0.967 -1.012 0.679
C -23.5920 33.7804 2.2229 -0.073 0.477 -0.140
O -23.5357 32.7707 3.2508 0.214 0.425 2.355
C -23.9083 31.4677 2.8612 -1.377 -1.158 -1.416
N -22.2490 35.0383 3.7438 -0.297 -0.951 1.173
H -24.2173 36.5880 1.5880 0.224 0.359 -0.315
H -22.6656 36.1025 0.9715 0.306 -0.314 0.228
H -22.7902 37.1990 2.3830 0.129 -0.107 0.108
H -24.3253 35.1615 3.4626 0.109 1.134 0.244
H -22.8156 33.5761 1.4799 -0.294 -0.151 -0.187
H -24.6228 33.7942 1.8630 0.301 -0.409 -0.694
H -23.0590 30.9424 2.4347 -0.138 -0.017 -0.088
H -24.7565 31.4432 2.1619 0.472 0.775 -0.461
H -24.4029 30.8603 3.6251 0.722 0.475 0.737
H -21.4401 35.0777 3.1271 0.243 -0.372 0.396
H -22.1340 35.8034 4.3991 -0.301 0.163 -0.200
```
Forces are in eV/Å.

***

# 2
# C25H69LiO14

C25H69LiO14 as an isolated structure at a distorted geometry (the ωB97M-V functional and the def2-TZVPD basis, the OMol25 dataset).

Total charge   +1
HOMO-LUMO gap (alpha / beta)   7.25 / 3.08 eV
HOMO energy (alpha / beta)   -11.612 / -11.610 eV
Multiplicity   2
Lowest unoccupied orbital energy (alpha / beta)   -4.366 / -8.532 eV

Structure (XYZ):
```
109
Properties=species:S:1:pos:R:3:forces:R:3
Li 7.7477 -8.6781 -22.9731 0.221 0.462 0.234
C 7.8858 -7.5139 -18.9428 -0.533 0.403 0.092
C 8.1180 -8.2581 -20.2450 1.558 0.158 -0.520
O 8.0924 -7.4196 -21.4050 -0.353 -1.334 0.743
H 8.5861 -6.7003 -18.7537 0.277 -0.077 -0.342
H 8.0336 -8.2128 -18.1196 -0.349 -0.059 0.003
H 6.8939 -7.0619 -18.9454 -0.124 -0.191 0.277
H 7.4820 -9.1401 -20.3189 -1.212 0.252 -0.232
H 9.0714 -8.7802 -20.1640 0.680 0.427 -0.181
C 3.9210 -8.5162 -18.9936 0.305 -0.758 0.485
C 3.9835 -10.0170 -18.6511 1.545 -0.076 -0.851
C 5.4039 -10.5880 -18.8310 -0.477 0.378 -0.804
O 3.6504 -10.3081 -17.3307 -0.492 0.418 0.608
H 4.1280 -8.3388 -20.0490 -0.101 -0.035 -0.044
H 4.7034 -8.0401 -18.4028 -0.085 0.341 0.065
H 2.9496 -8.0941 -18.7362 -0.001 0.078 -0.065
H 3.3733 -10.5847 -19.3537 -0.442 -0.029 -0.016
H 5.6310 -10.4834 -19.8919 0.108 -0.302 -0.253
H 5.4160 -11.6450 -18.5649 0.105 0.081 0.031
H 6.2013 -10.0440 -18.3246 -0.210 0.078 0.488
H 2.9033 -9.7452 -17.1145 -0.277 -0.118 0.391
C 12.8755 -5.6614 -20.7991 0.770 0.069 0.437
C 11.4755 -5.9110 -20.2692 0.235 0.540 -0.099
C 10.9237 -4.7840 -19.4062 1.072 -0.255 1.261
O 10.6882 -5.9597 -21.3951 -1.498 -0.363 -2.264
H 13.2841 -6.4689 -21.4066 -0.305 -0.421 0.297
H 13.5511 -5.4986 -19.9594 0.146 0.069 -0.066
H 12.9467 -4.8137 -21.4807 -0.423 0.345 0.314
H 11.3866 -6.8914 -19.8011 0.381 -0.013 0.649
H 11.0293 -3.8070 -19.8779 -0.118 -0.154 -0.146
H 11.5291 -4.7921 -18.4998 0.105 0.340 0.228
H 9.9088 -4.9424 -19.0415 -0.150 -0.063 -0.432
H 9.8905 -6.4598 -21.2073 -0.315 -0.231 -0.185
C 7.9008 -13.8852 -19.6002 -0.563 1.029 -0.970
C 8.3184 -12.4411 -19.9615 0.328 0.215 1.312
C 9.0301 -11.7206 -18.8253 -0.145 0.275 0.786
O 9.1584 -12.4372 -21.0803 0.572 -0.049 -0.899
H 7.2410 -14.1562 -20.4244 -0.073 -0.533 0.147
H 7.3554 -13.9793 -18.6612 0.139 0.090 -0.009
H 8.7649 -14.5490 -19.6286 0.039 0.088 0.184
H 7.5315 -11.7665 -20.2990 -0.731 -0.541 0.297
H 9.9538 -12.2145 -18.5240 0.243 -0.042 -0.310
H 8.4763 -11.6513 -17.8890 -0.489 -0.288 -0.040
H 9.2258 -10.6773 -19.0733 0.344 -0.029 -0.291
H 9.9819 -12.8470 -20.8054 0.306 -0.141 -0.218
C 11.5552 -9.5068 -23.9493 0.082 -0.196 -0.217
C 12.6228 -9.1996 -22.8916 -1.718 -1.567 1.131
C 12.0418 -9.5227 -21.4630 1.060 0.245 -0.889
O 13.6814 -10.1264 -23.0821 0.106 0.521 -0.004
H 11.9861 -9.3503 -24.9382 -0.305 0.340 -0.165
H 10.6194 -8.9629 -23.8212 0.103 0.659 -0.095
H 11.2366 -10.5492 -23.9501 0.391 -0.240 0.387
H 12.9762 -8.1726 -22.9845 -0.068 0.099 0.173
H 12.8214 -9.3259 -20.7270 -0.182 0.333 0.176
H 11.8463 -10.5905 -21.3649 -0.126 -0.054 -0.363
H 11.1208 -8.9779 -21.2555 0.113 0.212 0.046
H 14.0590 -9.8742 -23.9279 0.449 -0.303 -0.143
C 8.5688 -5.4603 -16.1107 -0.255 -0.954 -1.388
C 8.6349 -5.1396 -14.6651 0.066 1.060 1.105
C 9.1671 -3.6996 -14.4379 -0.501 -0.225 0.630
O 7.3154 -5.2607 -14.1397 0.388 1.543 0.377
H 9.4833 -5.6546 -16.6712 0.435 0.391 0.409
H 7.9927 -4.6976 -16.6346 -0.056 0.076 -0.024
H 8.0180 -6.3967 -16.1998 -0.276 -0.205 -0.124
H 9.2832 -5.8086 -14.0992 0.250 -0.267 -0.162
H 8.8099 -2.9899 -15.1841 0.212 -0.183 -0.322
H 10.2522 -3.6840 -14.3365 0.041 -0.031 -0.480
H 8.8122 -3.2726 -13.4999 -0.186 -0.366 0.208
H 6.9920 -6.1646 -14.1401 0.087 -0.236 -0.524
C 7.2081 -3.7589 -21.2506 0.927 0.627 -1.291
C 6.5467 -4.4739 -22.4785 -0.156 -0.036 0.407
O 7.4247 -5.3965 -23.1241 -0.638 0.606 0.238
O 7.4404 -4.5352 -20.1055 -0.795 0.144 -0.231
H 6.7018 -2.8269 -20.9993 -0.614 -0.449 0.307
H 8.1438 -3.3955 -21.6755 0.517 -0.139 0.090
H 6.2202 -3.7652 -23.2396 0.441 0.231 0.143
H 5.6190 -4.9042 -22.1013 -0.026 -0.698 0.010
H 7.7215 -6.0527 -22.4894 -0.035 -0.121 0.403
H 7.8065 -5.3853 -20.3602 0.374 -0.189 -0.153
C 5.9433 -8.6034 -15.1496 0.767 -0.480 -0.050
C 7.1965 -9.4773 -14.9406 -1.307 -0.580 0.768
O 6.9696 -10.3379 -13.7944 0.282 -0.119 -1.136
O 6.0138 -7.5263 -14.2793 -0.219 1.594 0.333
H 4.9528 -9.0348 -15.0054 0.355 -1.133 0.122
H 5.8950 -8.2962 -16.1943 0.325 0.774 -0.030
H 8.0982 -8.9495 -14.6300 -0.259 0.739 -0.528
H 7.3909 -9.9902 -15.8825 0.200 -0.583 0.133
H 6.7329 -11.1850 -14.1791 -0.217 -0.263 0.423
H 6.2468 -7.7907 -13.3862 -0.223 -0.574 0.136
C 10.7832 -8.5435 -16.4171 -1.103 0.245 -0.464
C 11.6777 -9.3030 -17.3400 -0.053 -0.570 0.430
O 12.8403 -9.7215 -16.6892 0.622 -0.190 0.013
O 11.3807 -7.3279 -16.0745 0.460 0.879 0.198
H 10.3835 -9.0151 -15.5194 0.280 -0.613 -0.116
H 9.9369 -8.2968 -17.0582 -0.478 0.247 0.173
H 11.8823 -8.6022 -18.1493 0.202 -0.059 -0.375
H 11.2014 -10.2004 -17.7350 -0.102 0.047 -0.044
H 13.3286 -8.9268 -16.4623 0.279 0.017 0.065
H 11.9079 -7.4362 -15.2796 -0.010 -0.001 0.125
C 4.3815 -4.2630 -18.4679 -0.016 1.270 2.101
C 3.3878 -4.3801 -19.6359 1.279 0.430 -0.040
O 2.6060 -3.2043 -19.7772 0.611 -0.953 0.499
O 3.7276 -3.5210 -17.3502 -0.419 -0.944 -1.219
H 5.2699 -3.6450 -18.5978 0.005 -0.124 -1.062
H 4.7535 -5.2272 -18.1214 -0.296 -0.269 -0.057
H 2.8011 -5.2910 -19.5172 -0.259 0.029 -0.096
H 4.0379 -4.4380 -20.5089 -0.196 -0.456 -0.349
H 2.6553 -2.9551 -18.8514 -0.844 1.165 0.400
H 4.1489 -3.6772 -16.5018 0.211 -0.188 -0.111
```
Forces are in eV/Å.

***

Looking at DFT total energy for the records above, in order, we have -2026.79161; -2054.33042 Eh.